8
Properties=species:S:1:pos:R:3:forces:R:3:lowdin_charge:R:1 method="wB97M-V/def2-TZVPD" homo_ev="-8.979 / -8.865" de_lowest_kj_mol=489.1 orbital_gap_ev="9.23 / 9.00"
C -1.486 0.053 -0.739 0.87 5.88 1.73 0.00
C 1.364 -0.135 0.926 -0.91 1.48 -0.68 -0.04
F -0.759 0.767 -1.673 -0.85 -1.77 0.58 -0.09
F 2.543 -0.262 0.304 -0.16 -0.50 0.21 -0.05
H -1.586 0.721 0.187 -0.09 -1.37 -1.47 0.08
H -1.668 -0.946 -0.705 0.03 -2.74 -0.87 0.01
H 0.857 0.810 0.620 0.52 -0.76 0.53 0.05
H 0.735 -1.009 1.080 0.60 -0.22 -0.03 0.04



34
Properties=species:S:1:pos:R:3:forces:R:3:lowdin_charge:R:1 method="wB97M-V/def2-TZVPD" homo_ev=-10.702 charge=+2 orbital_gap_ev=1.49
Ca 4.868 3.922 1.128 -0.25 -0.34 0.12 1.50
Ca -6.145 -0.488 0.001 0.57 0.14 0.05 1.62
Ca 2.329 -6.548 0.333 -0.28 0.31 -0.12 1.47
N -3.325 -0.843 -5.648 2.64 1.12 -0.58 -0.66
O -2.921 0.319 -5.883 -0.99 -0.40 0.27 0.02
O -2.867 -1.768 -6.289 0.48 -1.10 -1.58 0.06
O -4.022 -1.131 -4.707 -2.26 0.35 2.26 0.00
N 5.378 0.776 6.595 -0.50 -1.08 -0.58 -0.68
O 4.970 1.113 7.665 -0.60 1.19 1.95 0.11
O 5.986 -0.259 6.451 1.49 -1.69 -0.19 0.07
O 5.093 1.406 5.577 -0.41 1.80 -1.61 0.01
N -3.392 -2.112 5.194 0.18 0.61 0.98 -0.64
O -3.972 -1.158 4.640 -0.58 0.42 -1.03 -0.03
O -3.764 -3.264 4.989 0.27 -0.21 -0.16 0.01
O -2.490 -1.809 5.987 -0.02 -0.72 -0.30 0.04
N 0.503 -0.437 -0.100 0.36 -0.18 1.91 -0.66
O 0.948 -1.560 -0.369 0.36 -0.86 -0.77 -0.08
O -0.710 -0.242 -0.061 -0.68 0.37 -0.53 -0.05
O 1.302 0.432 0.313 0.13 0.58 -0.52 -0.09
O -1.455 3.138 5.268 -0.12 0.29 -0.08 -0.05
H -0.532 3.196 5.020 0.21 -0.01 0.04 0.02
H -1.705 2.239 5.053 -0.12 -0.33 0.05 0.03
O -0.700 -6.221 -3.347 0.29 -0.11 0.49 -0.07
H -1.114 -6.766 -4.017 -0.17 -0.18 -0.18 0.04
H -0.363 -5.465 -3.828 -0.01 0.31 -0.19 0.04
O -4.939 3.742 -1.486 -0.19 -0.41 0.22 -0.07
H -4.448 4.384 -0.974 0.12 0.17 0.18 0.03
H -4.913 4.079 -2.382 -0.01 0.03 -0.32 0.04
O 3.284 5.260 -2.728 0.24 -0.13 0.56 -0.08
H 3.284 5.102 -3.672 0.04 -0.13 -0.30 0.04
H 2.682 5.994 -2.607 -0.20 0.22 -0.03 0.03
O 4.047 -1.648 -5.569 -0.19 -0.05 0.00 -0.05
H 4.295 -1.199 -4.761 0.00 0.16 0.18 0.02
H 4.808 -2.185 -5.788 0.20 -0.13 -0.17 0.03



23
Properties=species:S:1:pos:R:3:forces:R:3:lowdin_charge:R:1 method="wB97M-V/def2-TZVPD" homo_ev="-6.836 / -9.451" de_lowest_kj_mol=0.0 orbital_gap_ev="7.72 / 8.37" multiplicity=3
C 3.107 -0.552 -0.308 -3.24 -0.50 0.20 -0.05
C 2.352 -1.736 -0.487 -1.49 3.19 1.22 -0.04
C 2.438 0.636 -0.062 -1.84 -3.25 -1.03 -0.07
C 0.966 -1.718 -0.290 2.50 4.22 -0.35 -0.05
C 1.076 0.717 -0.110 0.57 -2.48 0.51 -0.03
C 0.301 -0.452 -0.149 -1.34 -0.49 -0.45 -0.26
C -2.338 1.758 -1.178 2.55 -3.35 0.17 -0.04
C -1.939 0.903 0.081 0.12 -0.96 -4.21 -0.27
C -1.149 -0.324 -0.150 1.75 0.42 -0.62 -0.68
N -1.082 -1.044 2.418 -0.39 -0.15 0.35 0.14
Cl -2.034 -1.665 -0.632 -0.73 -0.94 -0.28 0.76
H 4.113 -0.452 -0.235 3.07 -0.56 -0.27 0.07
H 2.752 -2.636 -0.725 1.58 -2.51 -0.47 0.07
H 2.930 1.488 0.043 2.45 3.60 0.53 0.06
H 0.497 -2.603 -0.289 -2.06 -2.93 -0.17 0.05
H 0.645 1.636 -0.024 -1.35 2.34 0.18 0.08
H -1.458 2.337 -1.357 0.28 0.43 -1.20 0.06
H -2.667 1.020 -1.925 0.57 0.63 -0.33 0.08
H -3.137 2.341 -0.971 -2.44 2.04 0.86 0.03
H -1.526 1.517 0.734 2.23 2.69 3.16 0.06
H -2.844 0.656 0.432 -3.22 -1.45 1.85 0.06
H -0.219 -1.439 2.049 0.24 -0.12 0.13 -0.03
H -0.784 -0.387 3.136 0.19 0.14 0.21 -0.01



15
Properties=species:S:1:pos:R:3:forces:R:3:lowdin_charge:R:1 method="wB97M-V/def2-TZVPD" homo_ev="-11.865 / -11.866" charge=+1 de_lowest_kj_mol=638.1 orbital_gap_ev="4.81 / 4.82"
C 0.025 -1.691 -1.277 0.23 0.02 -0.03 -0.15
C -0.542 -1.377 0.053 0.05 0.30 -0.33 0.10
C 0.859 0.355 -2.239 -1.87 1.59 -0.19 0.04
C -0.622 0.816 1.397 0.15 -0.81 -0.66 0.08
C -0.533 -0.194 0.699 0.08 0.12 0.18 0.06
C -0.726 2.008 2.150 -0.26 0.52 0.23 -0.02
N 1.074 -0.804 -1.770 1.46 -1.08 0.36 -0.13
H 0.400 -2.720 -1.267 -0.14 0.01 0.02 0.15
H -0.813 -1.663 -1.990 -0.03 -0.06 0.16 0.16
H -1.047 -2.202 0.544 -0.15 -0.07 0.10 0.15
H 1.707 0.934 -2.591 0.61 -0.49 0.10 0.03
H 0.131 2.079 2.827 0.09 -0.08 0.04 0.13
H -1.630 1.987 2.761 0.05 0.06 0.04 0.12
H -0.705 2.886 1.502 0.01 0.00 -0.01 0.12
H 2.009 -1.236 -1.725 -0.26 -0.01 0.01 0.16



no.,electronic energy (eV)
1,-7568.81848
2,-96199.91505
3,-23535.47705
4,-7829.07514